#a
# C3H6O2

One molecule with the formula C3H6O2 (the ωB97M-V functional and the def2-TZVPD basis, the OMol25 dataset).

structure (SMILES) = O=CCCO
molecular weight = 74.1 g mol⁻¹

ORCA input file:
```
! RIJCOSX wB97M-V def2-TZVPD def2/J DEFGRID3
* xyz 0 1
O 2.4747 0.2105 0.7989
C 1.5987 0.3682 -0.0191
C 0.4261 -0.5603 -0.1920
C -0.8676 0.0768 0.3798
O -1.6974 0.6953 -0.5847
H 1.5805 1.2675 -0.6675
H 0.2530 -0.7690 -1.2530
H 0.6653 -1.4986 0.3212
H -1.3962 -0.7266 0.8970
H -0.6245 0.8499 1.1187
H -2.4127 0.0864 -0.7991
*
```

#b
# C3H6O2

One molecule with the formula C3H6O2 (the ωB97M-V functional and the def2-TZVPD basis, the OMol25 dataset).

structure (SMILES) = COCC=O
molecular weight = 74.1 g mol⁻¹

ORCA input file:
```
! RIJCOSX wB97M-V def2-TZVPD def2/J DEFGRID3
* xyz 0 1
C -1.6077 0.6876 0.4265
O -0.6436 0.1636 -0.4780
C 0.5054 -0.4335 0.0669
C 1.6943 -0.3644 -0.8359
O 2.8278 -0.2728 -0.4332
H -2.2451 -0.0969 0.8551
H -1.1591 1.2649 1.2504
H -2.2480 1.3669 -0.1486
H 0.5720 -1.5636 0.0092
H 0.7227 -0.0762 1.0801
H 1.4263 -0.6441 -1.8797
*
```

#c
# C3H6O2

One molecule with the formula C3H6O2 (the ωB97M-V functional and the def2-TZVPD basis, the OMol25 dataset).

structure (SMILES) = O[C@H]1C[C@@H]1O
molecular weight = 74.1 g mol⁻¹

ORCA input file:
```
! RIJCOSX wB97M-V def2-TZVPD def2/J DEFGRID3
* xyz 0 1
O 1.8741 -0.7439 -0.0532
C 0.6264 -0.4813 0.5173
C 0.0691 0.6875 -0.2500
C -0.6285 -0.7149 -0.4262
O -1.9122 -0.9488 0.1961
H 2.1979 -1.6561 0.2457
H 0.5181 -0.6551 1.6029
H -0.5439 1.3997 0.3861
H 0.7481 1.2094 -0.9250
H -0.6233 -1.1698 -1.4543
H -2.6618 -0.7868 -0.3809
*
```

#d
# C3H6O2

C3H6O2 as an isolated structure (the ωB97M-V functional and the def2-TZVPD basis, the OMol25 dataset).

molecular weight = 74.1 g mol⁻¹

ORCA input file:
```
! RIJCOSX wB97M-V def2-TZVPD def2/J DEFGRID3
* xyz 0 1
C -0.5343 -1.2775 -0.1847
C 0.5069 -0.1491 -0.0893
O 0.7015 0.4794 -1.3316
C 0.0789 0.8298 0.9799
O -0.0465 2.0713 0.5417
H -0.2151 -1.9977 -0.9465
H -0.6408 -1.7938 0.7775
H -1.5089 -0.8691 -0.4794
H 1.4592 -0.5794 0.2767
H 0.4802 1.4244 -1.1985
H -0.2811 1.8616 1.6543
*
```

The computed energies, referenced to the most stable structure and given in kJ/mol, are #a 0.0; #b 71.8; #c 123.4; #d 306.0.

#a
# C3H6O2

A 2-piece molecular cluster, C3H6O2 overall (the ωB97M-V functional and the def2-TZVPD basis, the OMol25 dataset).

structure (SMILES) = C=CO.C=O
molecular weight = 74.1 g mol⁻¹

ORCA input file:
```
! RIJCOSX wB97M-V def2-TZVPD def2/J DEFGRID3
* xyz 0 1
C -1.6199 -1.3984 0.5146
C -0.7743 -0.3654 0.0821
O -0.4554 0.7363 0.9052
H -1.8058 -2.3906 0.0244
H -2.4648 -1.0713 1.1420
H 0.0070 -0.5300 -0.7401
H -0.8299 0.4423 1.8156
C 1.9800 1.0833 -0.9766
O 2.6928 2.0131 -0.5291
H 0.9577 1.3905 -1.1327
H 2.3127 0.0902 -1.1054
*
```

#b
# C3H6O2

A 2-piece molecular cluster, C3H6O2 overall (the ωB97M-V functional and the def2-TZVPD basis, the OMol25 dataset).

structure (SMILES) = C=C1CO1.O
molecular weight = 74.1 g mol⁻¹

ORCA input file:
```
! RIJCOSX wB97M-V def2-TZVPD def2/J DEFGRID3
* xyz 0 1
C 0.9726 1.2259 0.5174
C -0.1311 0.6696 0.0574
C -1.4385 0.0767 0.0858
O -0.6438 0.2648 -1.1328
H 1.1325 1.3242 1.5839
H 1.7299 1.6058 -0.1606
H -2.3089 0.7274 0.0954
H -1.5874 -0.9504 0.4147
O 0.7810 -2.0865 -0.5207
H 0.4801 -1.4358 -1.1703
H 0.9743 -1.5435 0.2523
*
```

#c
# C3H6O2

A 2-piece molecular cluster, C3H6O2 overall (the ωB97M-V functional and the def2-TZVPD basis, the OMol25 dataset).

structure (SMILES) = C=CC=O.O
molecular weight = 74.1 g mol⁻¹

ORCA input file:
```
! RIJCOSX wB97M-V def2-TZVPD def2/J DEFGRID3
* xyz 0 1
C -0.6977 -0.2114 0.7834
C 0.5684 -0.5228 0.4333
C 1.5133 0.5462 0.1123
O 2.7070 0.4156 -0.0475
H -1.4237 -0.9522 1.0948
H -1.0289 0.8220 0.8830
H 0.9270 -1.5455 0.4767
H 1.0325 1.5518 0.0287
O -1.5081 -0.2804 -1.2165
H -1.5397 0.6754 -1.3521
H -0.5501 -0.4987 -1.1959
*
```

The computed energies, referenced to the most stable structure and given in kJ/mol, are #a 92.2; #b 35.9; #c 0.0.

#a
# C3H6O2

One molecule with the formula C3H6O2 (the ωB97M-V functional and the def2-TZVPD basis, the OMol25 dataset).

molecular weight = 74.1 g mol⁻¹

ORCA input file:
```
! RIJCOSX wB97M-V def2-TZVPD def2/J DEFGRID3
* xyz 0 1
O 0.9700 -1.2842 -1.1316
C -0.1706 -0.5134 -1.0820
C -0.7876 -0.0794 0.0952
C 0.0760 0.4410 1.1961
O 0.2624 1.6044 0.4758
H 1.4629 -1.1917 -0.3045
H 0.1278 0.7386 -0.8085
H -0.7369 -0.5892 -2.0040
H -1.7866 0.3400 0.0367
H 0.9755 -0.1727 1.3960
H -0.4564 0.5706 2.1487
*
```

#b
# C3H6O2

One molecule with the formula C3H6O2 (the ωB97M-V functional and the def2-TZVPD basis, the OMol25 dataset).

structure (SMILES) = OC[C@H]1CO1
molecular weight = 74.1 g mol⁻¹

ORCA input file:
```
! RIJCOSX wB97M-V def2-TZVPD def2/J DEFGRID3
* xyz 0 1
O -1.7169 -0.3030 -0.5785
C -0.9800 0.6843 0.0931
C 0.5215 0.4428 -0.0351
C 1.1120 -0.8185 0.4015
O 0.8812 -0.5597 -0.9829
H -1.1150 -0.6902 -1.2334
H -1.2191 1.6907 -0.2815
H -1.2643 0.6536 1.1522
H 1.1532 1.3299 -0.0757
H 0.4656 -1.5714 0.8514
H 2.1617 -0.8585 0.6889
*
```

The computed energies, referenced to the most stable structure and given in kJ/mol, are #a 280.8; #b 0.0.

#a
# C3H6O2

A 2-piece molecular cluster, C3H6O2 overall (the ωB97M-V functional and the def2-TZVPD basis, the OMol25 dataset).

molecular weight = 74.1 g mol⁻¹

ORCA input file:
```
! RIJCOSX wB97M-V def2-TZVPD def2/J DEFGRID3
* xyz 0 1
C 1.1885 0.0529 -1.0305
O 0.2739 0.8791 -0.6883
C -0.5473 0.8845 0.3554
C -0.3376 0.0863 1.5280
O -1.0772 0.1045 2.4993
H 1.4428 -0.7969 -0.4086
H -0.7289 -1.4518 -1.3283
H 1.7099 0.3024 -1.9444
H -1.2300 -1.1980 -0.8281
H -1.2710 1.6859 0.3149
H 0.5768 -0.5489 1.5306
*
```

#b
# C3H6O2

One molecule with the formula C3H6O2 (the ωB97M-V functional and the def2-TZVPD basis, the OMol25 dataset).

structure (SMILES) = COCC=O
molecular weight = 74.1 g mol⁻¹

ORCA input file:
```
! RIJCOSX wB97M-V def2-TZVPD def2/J DEFGRID3
* xyz 0 1
C -1.3203 0.7050 0.1397
O -0.8981 -0.5949 0.4756
C 0.3700 -0.9967 0.0174
C 1.4439 0.0675 -0.1350
O 2.6193 -0.1987 -0.0531
H -0.8542 1.4567 0.7962
H -1.1026 0.9669 -0.9085
H -2.4048 0.7340 0.2890
H 0.2814 -1.4959 -0.9653
H 0.7520 -1.7422 0.7211
H 1.1133 1.0982 -0.3770
*
```

The computed energies, referenced to the most stable structure and given in kJ/mol, are #a 301.4; #b 0.0.